286
Properties=species:S:1:pos:R:3 method="wB97M-V/def2-TZVPD" homo_lumo_gap_ev=8.11 e_tot_ha=-5596.53864 de_lowest_ev=14.4745 molar_mass_g_mol=1633.2 homo_energy_ev=-7.83 fmax_ev_per_a=4.4 total_charge=0 spin_multiplicity=1
C -29.88375 25.10305 -16.97370
C -31.18392 25.81004 -17.31098
O -31.04375 27.21857 -17.66944
O -29.99491 23.80886 -16.55476
H -29.62232 25.57232 -16.02526
H -29.12048 25.29551 -17.72767
H -31.83442 25.88596 -16.43967
H -31.82705 25.16647 -17.91123
H -30.54917 27.38112 -18.47602
H -29.28019 23.65238 -15.93324
C -28.32678 30.46756 -16.68213
C -28.41793 31.74462 -17.46534
O -28.89386 32.87440 -16.63492
O -27.36697 30.42779 -15.59945
H -28.11719 29.58852 -17.29162
H -29.27001 30.14472 -16.24147
H -29.10393 31.66458 -18.30861
H -27.49748 31.93307 -18.01794
H -29.64680 32.60008 -16.10631
H -27.64531 31.21379 -15.12371
C -22.10625 31.14741 -17.72001
C -23.65074 31.13665 -17.73337
O -24.05393 30.17029 -18.65695
O -21.68521 29.95045 -16.93174
H -21.59696 32.01876 -17.30835
H -21.73844 31.26930 -18.73881
H -24.07931 32.12032 -17.92523
H -24.05407 30.96210 -16.73589
H -24.99153 30.32842 -18.78920
H -21.99991 29.12634 -17.31044
C -17.44763 27.80541 -17.48421
C -18.36914 28.72754 -16.54756
O -19.01435 29.69575 -17.30159
O -16.42892 28.54022 -18.07018
H -18.03442 27.31658 -18.26192
H -17.07349 27.07726 -16.76454
H -17.81775 29.28753 -15.79226
H -19.09275 28.08598 -16.04467
H -19.55739 30.20687 -16.69705
H -16.89850 28.96004 -18.79464
C -26.43773 23.00009 -14.26135
C -27.33956 21.82734 -13.76841
O -26.89124 20.43980 -14.06908
O -26.49858 22.96686 -15.73123
H -25.38501 22.90412 -13.99549
H -26.81321 23.99367 -14.01656
H -28.35717 21.90959 -14.15025
H -27.42473 21.80548 -12.68196
H -27.67685 19.89692 -14.16764
H -25.75021 23.45473 -16.08268
C -24.14568 26.71605 -15.62237
C -25.36800 27.52883 -16.02810
O -26.31556 27.75669 -15.00937
O -24.51554 25.42011 -15.07159
H -23.55767 27.27406 -14.89369
H -23.50523 26.68662 -16.50388
H -25.86464 27.09143 -16.89420
H -24.88577 28.43931 -16.38388
H -26.66810 28.63280 -15.18185
H -25.46006 25.28812 -14.96174
C -21.61443 30.79686 -13.42281
C -20.17728 31.15050 -13.62422
O -19.84957 31.56524 -14.89656
O -22.01518 29.70997 -14.16701
H -22.12262 31.72056 -13.69958
H -21.72919 30.47555 -12.38758
H -19.55500 30.33778 -13.24959
H -20.00878 32.01555 -12.98282
H -18.94684 31.85938 -15.03855
H -22.00665 29.92186 -15.10330
C -30.06953 21.57279 -10.06920
O -29.77839 21.77654 -11.40840
C -31.06152 21.92191 -12.15357
C -30.83776 22.53287 -13.59103
N -30.26830 23.90063 -13.35177
C -31.12739 25.02234 -13.00229
C -30.28011 26.04713 -12.30455
O -29.79934 25.79574 -10.91302
C -28.58120 25.11945 -10.86765
H -31.01140 22.05395 -9.80566
H -29.33305 22.08043 -9.44630
H -29.99214 20.51760 -9.80714
H -31.79980 22.55969 -11.66748
H -31.55485 20.96218 -12.30734
H -31.83993 22.66506 -13.99880
H -30.29999 22.04465 -14.40377
H -29.57355 23.81923 -12.62320
H -32.00504 24.66915 -12.46092
H -31.28900 25.33462 -14.03402
H -31.03405 26.83422 -12.29227
H -29.53657 26.44545 -12.99490
H -27.71773 25.61741 -11.30873
H -28.56641 24.23399 -11.50314
H -28.34823 24.96270 -9.81444
C -21.29553 23.03066 -24.85022
O -21.20729 23.42648 -23.47642
C -19.91765 23.22877 -22.84156
C -20.17587 23.87345 -21.42933
N -19.66425 25.20586 -21.44925
C -19.73434 25.87640 -20.13505
C -21.12301 26.17771 -19.64616
O -22.02335 26.81767 -20.54133
C -21.61348 28.00336 -21.12439
H -22.36634 23.20957 -24.94745
H -21.08456 21.97952 -25.04696
H -20.74213 23.81759 -25.36266
H -19.32545 23.82845 -23.53279
H -19.71849 22.15901 -22.77799
H -19.73206 23.37473 -20.56769
H -21.18267 23.85507 -21.01205
H -20.32952 25.63570 -22.07596
H -19.09520 26.74535 -20.29170
H -19.42374 25.28883 -19.27111
H -20.95427 26.61703 -18.66299
H -21.56393 25.18993 -19.51202
H -21.45093 28.80301 -20.40173
H -22.47994 28.20743 -21.75343
H -20.84681 27.80438 -21.87320
C -18.24177 23.87329 -8.97636
O -17.84572 25.03504 -9.49014
C -16.48726 25.13682 -10.01160
C -16.33597 26.07822 -11.13072
N -17.51014 26.15591 -11.98220
C -17.47056 25.18273 -13.10768
C -18.48562 25.34956 -14.27832
O -19.78359 24.94146 -13.85716
C -20.84702 25.00589 -14.75778
H -19.18778 24.00343 -8.45078
H -17.52255 23.47183 -8.26245
H -18.54918 23.14220 -9.72409
H -16.00655 24.24528 -10.41432
H -15.83166 25.38197 -9.17602
H -15.42377 25.89946 -11.69997
H -16.26084 27.13309 -10.86670
H -18.35187 26.01086 -11.44317
H -17.70993 24.18807 -12.73157
H -16.50324 25.04673 -13.59129
H -17.97671 25.04092 -15.19148
H -18.45981 26.43686 -14.35058
H -21.78582 25.02300 -14.20419
H -20.80216 24.04708 -15.27428
H -20.82157 25.76212 -15.54236
C -28.56710 33.22821 -26.76595
O -28.21039 32.94582 -25.44908
C -29.17640 33.37804 -24.55310
C -28.84357 32.55941 -23.21786
N -27.47922 32.82103 -22.73070
C -27.07223 32.34548 -21.38713
C -27.59126 31.01585 -20.88859
O -26.74949 30.35601 -20.04065
C -27.19857 28.97269 -19.87213
H -29.39683 32.56175 -27.00152
H -27.76202 32.90903 -27.42782
H -29.00066 34.20679 -26.97216
H -30.22647 33.21255 -24.79408
H -29.10090 34.45468 -24.40065
H -28.92932 31.54426 -23.60544
H -29.66466 32.59403 -22.50181
H -26.83188 32.49407 -23.43365
H -27.45599 33.13988 -20.74700
H -26.01125 32.49876 -21.18984
H -27.73960 30.41437 -21.78542
H -28.52101 31.08980 -20.32450
H -26.68062 28.59328 -18.99129
H -27.01471 28.30022 -20.71003
H -28.24722 29.01843 -19.57828
C -33.45354 35.46433 -15.01506
O -33.66586 34.57403 -16.14093
C -32.48107 34.19873 -16.86347
C -32.38983 32.76482 -17.25638
N -32.13136 31.95942 -16.09258
C -32.15066 30.54823 -16.48838
C -32.20031 29.49517 -15.32201
O -32.80081 29.88407 -14.11321
C -32.64499 28.92136 -13.01395
H -34.34829 35.71641 -14.44588
H -33.11713 36.39688 -15.46812
H -32.64398 35.19122 -14.33821
H -31.62105 34.54492 -16.29021
H -32.43337 34.74158 -17.80747
H -31.53153 32.60654 -17.90935
H -33.28608 32.40629 -17.76264
H -32.76248 32.07232 -15.31216
H -31.26353 30.50288 -17.12008
H -32.97139 30.30619 -17.16360
H -31.16626 29.16981 -15.20805
H -32.64112 28.56955 -15.69216
H -32.89642 27.88076 -13.21896
H -33.17233 29.10533 -12.07792
H -31.60896 28.95638 -12.67706
C -34.68284 31.73227 -9.63129
O -33.47584 31.97590 -10.29510
C -33.43198 33.18659 -11.05132
C -32.11560 33.31573 -11.86616
N -31.57355 32.11764 -12.51103
C -30.56654 32.48324 -13.52860
C -29.14964 32.87317 -13.00933
O -28.15860 31.92094 -13.41061
C -28.16615 30.79546 -12.48420
H -35.57285 31.73050 -10.26056
H -34.78794 32.48899 -8.85384
H -34.56884 30.83345 -9.02529
H -33.49092 34.10259 -10.46347
H -34.26640 33.27978 -11.74642
H -31.23589 33.59120 -11.28451
H -32.22045 34.03549 -12.67798
H -32.26095 31.63887 -13.07527
H -31.04480 33.20947 -14.18584
H -30.56153 31.57167 -14.12619
H -29.26524 32.97508 -11.93027
H -28.85211 33.86907 -13.33758
H -27.23826 30.29278 -12.75704
H -29.06865 30.29350 -12.83294
H -28.23076 30.97462 -11.41097
C -24.83028 22.74450 -23.95508
O -25.60516 21.84655 -23.21273
C -26.81398 22.42932 -22.60751
C -26.45322 22.79088 -21.23287
N -25.91280 24.15811 -21.20718
C -24.96962 24.30173 -20.19739
C -25.50108 24.16320 -18.77853
O -24.60480 24.28203 -17.71694
C -23.49116 23.42037 -17.79525
H -25.48259 23.57113 -24.23660
H -24.37275 22.31513 -24.84638
H -24.09427 23.22860 -23.31317
H -27.55157 21.62681 -22.60182
H -27.14072 23.33056 -23.12627
H -25.92113 22.04965 -20.63660
H -27.40240 23.03629 -20.75650
H -25.38365 24.14617 -22.06739
H -24.42376 25.23289 -20.34929
H -24.18612 23.54886 -20.28352
H -26.05876 23.22774 -18.73389
H -26.27444 24.91588 -18.62528
H -23.01210 23.22968 -16.83492
H -22.78327 23.52064 -18.61801
H -23.75032 22.36214 -17.82820
C -21.84699 21.06096 -12.81035
O -21.09702 19.82346 -13.14399
C -21.85183 18.64066 -13.23801
C -20.86273 17.41747 -13.44544
N -20.36453 17.05427 -12.15103
C -19.65158 15.84007 -12.08843
C -18.36943 15.76201 -11.26749
O -18.02463 14.45136 -10.93315
C -16.87106 14.14278 -10.19812
H -22.45087 20.89056 -11.91906
H -22.63125 21.24474 -13.54468
H -21.20838 21.93649 -12.69315
H -22.48148 18.91446 -14.08457
H -22.60122 18.37427 -12.49266
H -19.97724 17.81750 -13.93939
H -21.39282 16.64058 -13.99640
H -20.81594 17.47280 -11.35030
H -19.33115 15.52592 -13.08178
H -20.45568 15.16022 -11.80679
H -18.45873 16.38196 -10.37542
H -17.62237 16.26823 -11.87884
H -17.01982 13.16480 -9.74038
H -16.63618 14.95336 -9.50827
H -16.07827 14.05724 -10.94127
C -24.10676 26.53159 -10.93855
O -24.89068 27.60695 -10.49836
C -24.23018 28.88066 -10.43821
C -25.31031 29.86433 -10.17654
N -25.51306 30.19199 -8.75197
C -26.52511 31.25680 -8.70415
C -26.20048 32.44086 -7.79993
O -26.51716 32.03538 -6.43345
C -26.26790 33.03857 -5.45059
H -23.73829 25.98362 -10.07134
H -23.23861 26.81003 -11.53595
H -24.79449 25.93949 -11.54232
H -23.56901 29.12230 -11.27042
H -23.47449 28.88579 -9.65271
H -26.27181 29.53970 -10.57434
H -24.98529 30.78455 -10.66200
H -25.74484 29.40232 -8.16647
H -27.48563 30.90201 -8.33048
H -26.63052 31.72442 -9.68309
H -26.74002 33.37013 -7.98283
H -25.13604 32.64010 -7.92396
H -26.14033 32.43052 -4.55499
H -27.05267 33.79199 -5.51849
H -25.31105 33.55746 -5.39322

14
Properties=species:S:1:pos:R:3 method="wB97M-V/def2-TZVPD" homo_lumo_gap_ev="5.50 / 5.28" e_tot_ha=-375.66977 de_lowest_ev=0.0000 molar_mass_g_mol=237.0 homo_energy_ev="-10.81 / -10.56" fmax_ev_per_a=2.5 total_charge=+1 spin_multiplicity=1
C 2.63295 -0.17351 0.17641
C 1.87621 0.75936 1.18996
O 1.90813 -0.63255 -0.74810
H 1.79086 0.11571 2.08252
H 2.57034 1.56973 1.44827
La -0.13249 -0.61274 -1.62752
C -0.63656 0.66854 0.91037
C 0.55500 1.29123 0.76737
H -0.71541 -0.25182 1.49914
H -1.56195 1.12970 0.55352
H 0.56145 2.24718 0.23106
O -3.36503 -2.10069 -2.16890
C -2.56227 -1.11065 -2.47647
H -2.92123 -2.89949 -1.83762